C32H51Ge2N8OTc as an isolated structure in a non-equilibrium geometry. Source: the Open Molecules 2025 dataset; level of theory: ωB97M-V/def2-TZVPD.

Values from the calculation:
charge: +4
HOMO-LUMO gap (spin up / spin down): 6.490 / 6.270 eV
2S+1: 3
⟨S²⟩: 2.0125
lowest unoccupied orbital energy (spin up / spin down): -12.26 / -12.52 eV
ΔE to the lowest compared entry with this formula, charge and spin: 0.0 kJ/mol

CARTESIAN COORDINATES (ANGSTROEM)
Tc 1.0130 -0.3495 -0.5073
C 1.0144 -3.0849 0.4825
N 0.6035 -2.6428 1.7896
C 0.5531 -3.6313 2.8699
C 0.1261 -2.7825 4.0678
N 0.0717 -1.4121 3.5295
C -0.2761 -0.3562 4.4791
C 0.3984 -1.3924 2.2407
N 0.5162 -0.3249 1.4117
C 0.1915 1.0403 1.8727
C 0.8651 2.0719 0.9762
N 0.7818 1.6188 -0.4215
C 0.8928 2.4542 -1.4765
N 1.0554 3.7706 -1.5065
C 1.2676 4.7396 -0.4313
C 1.1109 4.2613 -2.8970
C 0.9307 2.9965 -3.7456
N 0.8429 1.9466 -2.7228
C 0.4957 0.5912 -3.0580
H 0.5073 -4.0234 0.2547
H 2.0912 -3.2578 0.4188
H 0.7048 -2.3876 -0.3160
H 1.5318 -4.0926 3.0121
H -0.1654 -4.4162 2.6329
H 0.8396 -2.8225 4.8903
H -0.8560 -3.0616 4.4496
H -0.7256 -0.8351 5.3454
H -1.0104 0.3334 4.0731
H 0.6059 0.1813 4.8309
H 0.5261 1.2181 2.8901
H -0.8946 1.1793 1.8324
H 1.9158 2.1701 1.2655
H 0.3723 3.0295 1.1261
H 2.0137 4.4001 0.2831
H 0.3376 4.9829 0.0838
H 1.6365 5.6580 -0.8802
H 2.0717 4.7440 -3.0733
H 0.3261 4.9986 -3.0638
H 1.7762 2.8139 -4.4082
H 0.0224 3.0239 -4.3483
H 0.6404 0.4460 -4.1270
H -0.5484 0.3497 -2.8234
H 1.1729 -0.1614 -2.5883
N 2.9274 -0.5815 -0.5070
C 4.1040 -0.5428 -0.5028
N 5.3725 -0.5067 -0.5020
C 6.1707 -0.7661 0.7210
C 6.9890 -2.0454 0.4950
O 7.7750 -1.9145 -0.6594
C 7.0186 -1.7417 -1.8298
C 6.1810 -0.4565 -1.7439
H 5.5251 -0.8536 1.5929
H 6.8568 0.0716 0.8492
H 6.3164 -2.9115 0.4207
H 7.6636 -2.1852 1.3372
H 6.3596 -2.6025 -2.0073
H 7.7179 -1.6499 -2.6581
H 5.5421 -0.3490 -2.6183
H 6.8488 0.4020 -1.6658
C -5.8937 1.9662 -0.3266
Ge -4.0039 2.4644 -0.2956
C -3.3598 3.3418 1.3416
C -3.1641 3.1889 -1.9264
Ge -2.9215 0.0005 -0.2004
C -2.9946 -1.1276 1.3948
C -3.3490 -0.4625 2.5785
C -3.6893 -1.1760 3.7159
C -3.6688 -2.5668 3.6846
C -3.3127 -3.2387 2.5187
C -2.9768 -2.5285 1.3771
C -2.7475 -1.0347 -1.8515
C -3.5020 -0.5316 -2.9203
C -3.6858 -1.2857 -4.0689
C -3.0933 -2.5387 -4.1723
C -2.3098 -3.0344 -3.1334
C -2.1299 -2.2873 -1.9829
H -6.4640 2.8981 -0.3195
H -6.1602 1.3949 0.5613
H -6.1654 1.4019 -1.2165
H -3.7394 4.3658 1.3352
H -2.2722 3.3826 1.3891
H -3.7510 2.8538 2.2328
H -3.5656 4.1915 -2.0878
H -3.3958 2.5902 -2.8050
H -2.0826 3.2667 -1.8054
H -3.3881 0.6229 2.6004
H -3.9980 -0.6579 4.6148
H -3.9579 -3.1304 4.5627
H -3.3337 -4.3208 2.4892
H -2.7523 -3.0677 0.4665
H -3.9779 0.4406 -2.8426
H -4.2880 -0.9014 -4.8813
H -3.2417 -3.1331 -5.0642
H -1.8557 -4.0130 -3.2209
H -1.5228 -2.6860 -1.1767